(1)
Molecular formula: C6H14N2O2
Method: DFT, the ωB97M-V functional and the def2-TZVPD basis

Summary:
2S+1 = 1
LUMO energy = 0.54 eV
total charge = 0
frontier orbital gap = 9.50 eV
calculated total energy = -497.00220 a.u.

Each line ends with the Mulliken charge.
Positions of all 24 atoms, in Å:
O: 0.07355 -1.33577 3.56810  -0.605
O: 1.09528 0.02533 -1.06240  -0.643
N: -0.65546 0.86445 -2.24462  -0.180
N: -0.07413 -0.46483 1.49788  -0.072
C: -1.57766 1.13536 -1.16522  -0.863
C: 1.21964 -0.45377 -3.30024  -1.114
C: 0.43934 1.04043 3.37760  -1.096
C: 0.14208 -0.33561 2.89367  0.701
C: 0.46064 0.12593 -2.11297  0.654
C: -0.21545 -1.86039 1.03660  -0.959
H: -1.91344 0.22672 -0.68426  0.294
H: -1.11729 -2.31142 1.44293  0.259
H: 0.10223 1.19332 4.40828  0.318
H: 0.23542 1.90475 2.72967  0.278
H: 0.33047 0.14185 0.79093  0.327
H: 1.52845 1.30996 3.39074  0.275
H: -1.28834 1.82101 -0.36254  0.236
H: 0.76691 -0.25961 -4.29402  0.346
H: 0.55406 -2.48413 1.46450  0.351
H: 2.09159 0.18037 -3.33798  0.272
H: -1.11102 0.98742 -3.13014  0.254
H: -0.12624 -1.72301 -0.03361  0.318
H: -2.37380 1.78445 -1.54972  0.358
H: 1.41315 -1.51283 -3.32321  0.291

=====

(2)
Molecular formula: C44H36GeNPRhS
Method: DFT, the ωB97M-V functional and the def2-TZVPD basis

Summary:
2S+1 = 2
LUMO energy (alpha / beta) = -7.08 / -7.32 eV
total charge = +2
frontier orbital gap (alpha / beta) = 6.50 / 6.47 eV
calculated total energy = -4679.55541 a.u.

Each line ends with the Mulliken charge.
Positions of all 85 atoms, in Å:
Rh: -0.15341 -0.11934 0.03068  0.549
Ge: 0.96968 1.42371 1.67063  -1.165
S: -4.42238 0.71622 -0.88777  -0.311
P: 0.96389 -1.37240 -1.65237  1.674
N: -1.89596 0.75481 -0.58023  1.436
C: 0.88144 -0.71554 3.56694  -0.233
C: 0.23746 3.46598 3.41058  -0.706
C: -0.55168 4.36829 4.10685  -0.695
C: -2.76302 -1.16513 0.48947  0.071
C: -1.71337 3.85488 -2.57334  -0.818
C: 1.72053 -0.00350 2.70814  1.191
C: 2.53493 4.30451 -0.88685  -0.692
C: 1.89584 -5.34066 -1.45974  -0.722
C: -0.46005 -1.58352 -2.74459  0.260
C: -3.52996 2.02391 -1.61386  1.287
C: -0.34102 2.57256 2.50033  0.651
C: -2.04916 -3.42949 1.91078  -0.927
C: -1.05055 -2.56366 1.46660  -0.186
C: 2.78119 -4.26985 0.50768  -0.519
C: 1.55523 -2.98644 -1.11956  0.449
C: -1.71707 2.58924 2.30984  -0.074
C: 2.05191 2.28271 0.33746  1.351
C: 3.13394 1.65365 -0.28647  0.056
C: 3.91627 2.34885 -1.19334  -1.042
C: 1.39943 -1.73372 4.35084  -0.703
C: 3.08454 -0.30839 2.64999  -0.505
C: 3.59900 -1.32107 3.44312  -0.692
C: -2.80095 -1.71465 -4.23683  -0.655
C: -2.50438 3.49204 3.01021  -0.682
C: 2.59536 -5.41108 -0.26233  -0.648
C: 3.61676 3.67328 -1.49095  -0.591
C: 2.29568 -0.63330 -2.63770  -1.422
C: 1.74706 3.61153 0.01725  -0.398
C: -3.08005 4.00074 -2.84289  -0.749
C: -3.74995 -2.03375 0.92805  -0.578
C: -3.38495 -3.16779 1.64333  -1.140
C: 2.25923 -3.05917 0.08289  -0.385
C: -4.00466 3.09178 -2.36780  -0.605
C: -2.62880 -2.55222 -3.14001  -0.795
C: -2.97064 0.05384 -0.28407  0.877
C: -1.24091 2.79698 -1.82440  -0.572
C: -1.92558 4.38125 3.90326  -0.591
C: -2.16716 1.87489 -1.34233  -1.199
C: -1.40965 -1.43156 0.76431  -0.007
C: 1.37737 -4.13023 -1.89484  -0.623
C: -1.46740 -2.48375 -2.38985  -0.447
C: -1.80534 -0.81428 -4.58786  -0.740
C: 2.75373 -2.03896 4.28339  -0.621
C: -0.63572 -0.74589 -3.84475  -0.723
H: -0.17098 -0.46386 3.63875  0.527
H: -1.34188 -3.13469 -1.53212  0.527
H: -2.54497 5.08337 4.44482  0.422
H: 4.65771 -1.54184 3.41871  0.481
H: -3.70749 -1.77366 -4.82420  0.456
H: 0.84049 -4.08100 -2.83392  0.475
H: -2.18969 1.89994 1.62297  0.221
H: 2.39714 -2.17162 0.69452  0.144
H: 4.76515 1.86744 -1.66101  0.495
H: 2.31329 5.33827 -1.11558  0.490
H: -3.41789 4.84101 -3.43330  0.450
H: -5.05884 3.20756 -2.57869  0.495
H: 1.30898 3.46947 3.58966  0.445
H: 0.90665 4.10642 0.49098  0.407
H: 2.07341 0.39535 -2.91688  0.515
H: -4.14816 -3.85060 1.99011  0.453
H: -4.79413 -1.83575 0.71798  0.540
H: 3.75547 0.26141 2.01949  0.460
H: -1.01872 4.58805 -2.96050  0.500
H: 3.33067 -4.32275 1.43826  0.490
H: -0.18412 2.68664 -1.61005  0.339
H: -1.77616 -4.31902 2.46303  0.550
H: 0.13301 -0.04145 -4.13605  0.339
H: -3.39840 -3.26530 -2.87505  0.461
H: 2.43684 -1.24048 -3.53338  0.523
H: 4.23409 4.21841 -2.19263  0.436
H: 2.99986 -6.35777 0.06949  0.430
H: 1.75827 -6.22935 -2.06053  0.445
H: -0.09572 5.05581 4.80606  0.438
H: 3.21309 -0.65481 -2.05283  0.473
H: -1.93259 -0.17050 -5.44774  0.486
H: 3.38428 0.62825 -0.04228  0.373
H: -3.57571 3.49680 2.85891  0.458
H: 0.75225 -2.27836 5.02536  0.483
H: 3.15772 -2.82771 4.90433  0.467
H: -0.00956 -2.79000 1.66544  0.615

=====

(3)
Molecular formula: C27H26ClMnN7O5S2
Method: DFT, the ωB97M-V functional and the def2-TZVPD basis

Summary:
2S+1 = 6
LUMO energy (alpha / beta) = 0.26 / 0.22 eV
total charge = 0
frontier orbital gap (alpha / beta) = 7.61 / 7.66 eV
calculated total energy = -4211.57101 a.u.

Each line ends with the Mulliken charge.
Positions of all 69 atoms, in Å:
Mn: -0.59305 1.10900 -0.45038  1.174
Cl: 2.40514 4.16744 5.58913  -0.257
S: -1.75534 -0.49473 2.26618  0.922
S: 1.91013 -0.30413 -2.53080  0.246
O: 1.06573 0.88621 -2.19377  -0.382
O: -3.09957 -0.77301 2.70056  -0.687
O: -1.20284 2.93430 0.56384  -0.526
O: 1.18994 1.46339 0.54322  -0.125
O: -1.17042 0.75125 2.68961  -0.521
N: -1.58066 4.05852 -3.74065  -0.965
N: -1.42911 -0.55814 -1.99285  0.488
N: -1.41093 2.50580 -2.18990  0.391
N: -3.75171 3.48601 -4.43085  -0.632
N: -2.60889 2.39856 -2.70918  -0.859
N: -2.66454 3.33220 -3.61241  1.258
N: -1.56831 -0.58257 0.66291  0.049
C: -0.79820 3.51319 -2.81962  -0.399
C: 1.06093 -3.53347 4.13325  -0.413
C: 0.44545 -2.14260 2.27637  0.243
C: 2.81435 2.32323 3.63802  -0.785
C: 2.54777 -0.95625 -0.94470  1.172
C: -2.12248 -1.65792 0.00271  1.199
C: 1.99681 3.36323 4.09890  0.170
C: 1.39088 2.05335 1.66977  0.386
C: -1.94978 -1.43350 -4.15636  -1.226
C: -0.96899 -2.24947 4.22723  -0.449
C: -0.69587 -1.75925 2.96116  0.071
C: -3.26564 -3.79523 -0.19837  -1.047
C: 3.56911 0.36778 -2.99622  -0.781
C: -0.72826 3.37250 1.61624  -0.414
C: -2.06820 -1.61077 -1.42828  -0.595
C: -3.26215 -3.73999 -1.56490  -0.856
C: 2.51442 1.68876 2.46227  -0.468
C: -0.08294 -3.14013 4.81488  -0.655
C: 0.87807 3.72076 3.40133  -0.923
C: -2.58583 -2.51195 -3.60867  -0.775
C: 0.55205 3.08873 2.18980  0.950
C: 1.32656 -3.03670 2.86439  -0.585
C: 4.57984 -0.16085 -1.98619  -0.815
C: 3.83741 -0.21110 -0.65433  -0.525
C: -2.70657 -2.77675 0.58508  -0.803
C: -2.65476 -2.64304 -2.20620  1.064
C: -1.37210 -0.48388 -3.30221  -0.323
H: -1.35150 4.06791 2.20256  0.255
H: -4.57009 3.10386 -3.98016  0.296
H: 1.74639 -4.23628 4.58977  0.391
H: 4.42277 -0.70097 0.12506  0.502
H: -3.03521 -3.27496 -4.23321  0.427
H: 0.62172 -1.73986 1.28806  -0.126
H: -1.87268 -1.93111 4.73158  0.451
H: -3.85198 4.45339 -4.69693  0.280
H: 3.58973 0.79954 -0.32383  0.079
H: 3.45368 1.44978 -2.93769  0.278
H: 3.77586 0.07272 -4.02372  0.492
H: 0.21470 4.48177 3.79550  0.368
H: 2.21890 -3.34575 2.33471  0.420
H: 1.76484 -0.75409 -0.21580  -1.544
H: -0.28197 -3.52627 5.80584  0.400
H: 3.12647 0.86813 2.10836  0.376
H: 4.90198 -1.16553 -2.27138  0.324
H: 3.67159 2.01750 4.22349  0.425
H: -0.82708 0.35847 -3.71310  0.700
H: 2.69904 -2.03055 -1.06708  0.667
H: -1.87347 -1.30702 -5.22775  0.401
H: -3.72089 -4.64389 0.29705  0.400
H: -2.76051 -2.84585 1.65988  0.403
H: 0.20218 3.84606 -2.60923  0.574
H: 5.46355 0.47615 -1.94086  0.389
H: -3.71549 -4.52195 -2.16110  0.382

=====

(4)
Molecular formula: C5H14
Method: DFT, the ωB97M-V functional and the def2-TZVPD basis

Summary:
2S+1 = 2
LUMO energy (alpha / beta) = -2.83 / -10.77 eV
total charge = +1
frontier orbital gap (alpha / beta) = 13.28 / 4.60 eV
calculated total energy = -198.45749 a.u.

Each line ends with the Mulliken charge.
Positions of all 19 atoms, in Å:
C: -1.41495 -0.55461 0.85581  -0.540
C: -2.08558 -0.59612 -0.49773  -0.223
C: -1.12393 -1.01339 -1.59972  -1.050
C: 2.30859 1.58318 0.17142  -0.974
C: 1.90925 0.37871 0.98603  -0.035
H: -1.51478 0.41527 1.33439  0.359
H: -1.74377 -1.45479 1.43404  0.320
H: -2.95391 -1.28301 -0.49584  0.348
H: -2.61596 0.35212 -0.63400  0.365
H: 1.48189 0.77662 1.91089  0.294
H: -0.90321 -2.07745 -1.52360  0.368
H: 2.50280 2.54354 0.65269  0.350
H: 1.40452 1.85511 -0.41776  0.325
H: -0.30657 -0.71692 0.83719  0.135
H: -0.16065 -0.50249 -1.58049  0.356
H: 2.69100 -0.34045 1.20761  0.380
H: -1.59147 -0.62157 -2.51552  0.304
H: 3.06179 1.39603 -0.59038  0.305
H: 1.05491 -0.13978 0.46498  -0.386

=====

- 2S+1 of number 2 (C44H36GeNPRhS)?
  2